(1)
Formula: C35H42AsCl3GeN2O3PtSe2
Source: the OMol25 dataset
Level of theory: the ωB97M-V functional and the def2-TZVPD basis

Geometry as XYZ:
```
90
Properties=species:S:1:pos:R:3:mulliken_spin:R:1
Pt 0.90015 1.41687 0.36653 0.001
C -3.71033 -6.20182 -1.85850 -0.007
Se -2.65153 -4.84694 -2.75056 0.503
C -3.70944 -4.71257 -4.38720 -0.007
C -4.96903 -3.94157 -4.04513 0.003
Se -4.35820 -2.48577 -2.88616 0.471
C -5.72879 -2.58363 -1.52053 -0.005
H -3.64001 -7.12360 -2.43279 0.021
H -4.74965 -5.89501 -1.77375 0.005
H -3.28546 -6.35085 -0.86977 0.000
H -3.90521 -5.70948 -4.77888 -0.005
H -3.06960 -4.17549 -5.08287 -0.003
H -5.68108 -4.53549 -3.47620 -0.006
H -5.47278 -3.53474 -4.92026 0.003
H -6.69636 -2.39271 -1.97983 0.018
H -5.51232 -1.81480 -0.78431 0.001
H -5.71566 -3.56500 -1.05391 0.006
C 4.95725 2.22226 3.69837 0.000
C 3.55505 1.81361 4.17910 0.000
C 3.55301 0.40599 4.79909 0.000
C 3.04922 2.84654 5.21886 0.000
C 2.61819 1.85149 3.06587 0.001
C 1.78968 1.89290 2.14086 -0.001
H 5.63170 2.19131 4.55391 0.000
H 4.95371 3.23855 3.30352 0.000
H 5.33668 1.53736 2.94045 0.000
H 4.22178 0.40944 5.65966 0.000
H 3.91326 -0.33561 4.08751 0.000
H 2.55649 0.12402 5.13689 0.000
H 3.77859 2.86945 6.02809 0.000
H 2.08738 2.55783 5.63782 0.000
H 2.98683 3.85128 4.79688 0.000
O 1.55622 -4.53686 -2.91740 0.001
C 1.25775 -3.88720 -4.13652 0.004
N 0.96376 -2.51567 -3.81568 0.000
C -0.29246 -2.03750 -3.72358 0.001
O -1.29781 -2.64053 -4.06392 0.001
C -0.40388 -0.63572 -3.17910 0.001
C -1.17399 0.30056 -3.85671 -0.004
C -1.29141 1.57714 -3.33437 0.000
C -0.67344 1.86380 -2.13326 0.000
N 0.04286 0.94975 -1.45985 0.000
C 0.19448 -0.27741 -1.98368 0.000
H 1.77865 -5.45889 -3.09355 0.000
H 0.38094 -4.31105 -4.62634 -0.003
H 2.10885 -3.91644 -4.82027 0.000
H 1.73664 -1.93587 -3.52169 0.000
H -1.66451 0.02781 -4.78239 0.002
H -1.85662 2.34595 -3.84122 0.000
H -0.74505 2.84733 -1.69065 0.000
H 0.80012 -0.96934 -1.41364 0.000
O 2.38107 0.18531 -0.13254 0.000
As 3.90176 0.76307 -0.68650 0.000
C 4.18237 -0.02935 -2.39577 0.000
C 4.20361 -1.42395 -2.44482 0.000
C 4.45354 -2.05636 -3.65265 0.000
C 4.67649 -1.30137 -4.80031 0.000
C 4.65961 0.08500 -4.74428 0.000
C 4.41972 0.72960 -3.53751 0.000
C 3.91581 2.66345 -0.75917 0.000
C 3.00202 3.31563 -1.58935 0.000
C 2.96662 4.69996 -1.60957 0.000
C 3.84057 5.42818 -0.80908 0.000
C 4.74589 4.77672 0.01583 0.000
C 4.78477 3.38905 0.04734 0.000
C 5.17344 0.05965 0.53601 0.000
C 4.74286 -0.85311 1.49364 0.000
C 5.67780 -1.42672 2.34520 0.000
C 7.01820 -1.08038 2.24206 0.000
C 7.43979 -0.16676 1.28163 0.000
C 6.51936 0.40043 0.41484 0.000
H 4.04554 -2.01558 -1.54996 0.000
H 4.49510 -3.13692 -3.69105 0.000
H 4.88789 -1.79741 -5.73854 0.000
H 4.85530 0.66688 -5.63476 0.000
H 4.44684 1.81012 -3.49303 0.000
H 2.32436 2.74960 -2.21895 0.000
H 2.27136 5.21481 -2.25916 0.000
H 3.82105 6.50957 -0.83850 0.000
H 5.43236 5.34806 0.62646 0.000
H 5.49950 2.88259 0.68419 0.000
H 3.69382 -1.11551 1.56099 0.000
H 5.36258 -2.15249 3.08349 0.000
H 7.74290 -1.52969 2.90786 0.000
H 8.48655 0.09295 1.20139 0.000
H 6.85568 1.09460 -0.34756 0.000
Cl 1.32842 5.25558 2.19762 0.000
Ge 0.56283 3.36674 2.64920 0.000
Cl -0.89425 2.80190 1.06459 0.000
Cl -0.45914 3.24626 4.46209 0.000
```

Its total energy is -334938.189 eV. The value obtained for the HOMO-LUMO gap (spin up / spin down) is 6.7401 / 7.2192 eV. As for the total charge: +3. For the highest occupied orbital energy (spin up / spin down), the calculation gives -15.15 / -16.01 eV. As for the expectation value of S²: 0.76. For the energy above the lowest of the compared OMol25 structures with the same formula, charge and spin, the calculation gives 14.4 kJ/mol. Its spin multiplicity is 2.

---

(2)
Formula: C11H12N2O
Source: the OMol25 dataset
Level of theory: the ωB97M-V functional and the def2-TZVPD basis

Geometry as XYZ:
```
26
Properties=species:S:1:pos:R:3:lowdin_charge:R:1
N 3.35846 -0.80069 1.39786 -0.007
C 2.71638 -1.62667 0.34567 -0.261
C 2.27439 -0.84157 -0.91784 -0.152
C 1.24758 0.25803 -0.63011 -0.170
C 1.70678 1.57361 -0.53569 -0.051
C 0.82951 2.55162 -0.05308 -0.076
C -0.49457 2.25614 0.22852 -0.034
C -0.97430 0.96783 0.04098 -0.167
N -2.31923 0.67397 0.25280 0.160
C -2.87231 -0.57777 0.17012 -0.484
O -4.07222 -0.76403 0.33627 0.039
C -1.93919 -1.63871 -0.18006 0.030
C -0.64118 -1.38164 -0.48802 -0.008
C -0.10241 -0.07481 -0.37567 -0.116
H 2.76895 0.01529 1.60456 0.062
H 4.22725 -0.40710 1.00301 0.071
H 1.81636 -2.09140 0.75728 0.100
H 3.41903 -2.40657 0.06157 0.106
H 3.17798 -0.41122 -1.34965 0.106
H 1.90205 -1.53621 -1.65890 0.100
H 2.75682 1.78539 -0.63956 0.105
H 1.20411 3.57610 0.14847 0.116
H -1.10881 3.08111 0.62003 0.119
H -2.91407 1.44336 0.62063 0.179
H -2.37758 -2.63292 -0.16509 0.120
H -0.07300 -2.21287 -0.87610 0.114
```

Its total energy is -16630.056 eV. The value obtained for the HOMO-LUMO gap is 8.6366 eV. For the highest occupied orbital energy, the calculation gives -8.60 eV. For the energy above the lowest of the compared OMol25 structures with the same formula, charge and spin, the calculation gives 0.0 kJ/mol. The SMILES is NCCc1cccc2[nH]c(=O)ccc12.

---

(3)
Formula: C35H35N2
Source: the OMol25 dataset
Level of theory: the ωB97M-V functional and the def2-TZVPD basis

Geometry as XYZ:
```
72
Properties=species:S:1:pos:R:3:lowdin_charge:R:1
C -2.41416 -2.39596 -3.82453 -0.089
C -3.25495 -2.21546 -2.71657 -0.086
C -3.14070 -1.07466 -1.92529 -0.051
C -2.18534 -0.07447 -2.23446 -0.244
C -1.97087 1.12896 -1.43287 -0.006
C -1.74764 1.13537 -0.07449 -0.202
N -1.45596 2.31364 0.61285 -0.095
C -1.71858 3.57091 -0.08459 -0.191
C -1.64592 4.78281 0.84542 -0.188
C -0.32035 4.81550 1.58971 -0.209
C -0.15399 3.52377 2.37501 -0.188
C -0.26014 2.29956 1.46960 -0.154
C -1.74473 -0.15362 0.70483 -0.194
C -0.90443 -1.19782 0.29567 -0.027
C -0.92196 -2.42848 0.94469 -0.059
C -1.78936 -2.62705 2.02211 -0.081
C -2.62672 -1.58961 2.45038 -0.087
C -2.59765 -0.35306 1.80277 -0.048
C -1.37953 -0.25979 -3.37803 -0.046
C -1.47268 -1.41201 -4.14839 -0.084
H -2.49288 -3.29468 -4.43539 0.101
H -3.99981 -2.97477 -2.46734 0.100
H -3.78203 -0.94360 -1.05031 0.104
H -1.86554 2.06955 -1.98891 0.104
H -0.99413 3.72098 -0.90851 0.129
H -2.72062 3.52079 -0.53033 0.121
H -1.77461 5.68749 0.24316 0.115
H -2.47751 4.73402 1.55920 0.109
H 0.50162 4.91801 0.87087 0.119
H -0.28890 5.67291 2.26492 0.111
H 0.82212 3.49686 2.86969 0.116
H -0.92559 3.45449 3.15178 0.112
H -0.27169 1.38797 2.07821 0.120
H 0.65077 2.25758 0.83547 0.136
H -0.25278 -1.03539 -0.56426 0.130
H -0.25953 -3.22183 0.59617 0.112
H -1.80887 -3.59402 2.52285 0.104
H -3.30601 -1.74150 3.29137 0.096
H -3.26861 0.45192 2.10971 0.089
H -0.64903 0.51751 -3.61164 0.115
H -0.80747 -1.53723 -5.00342 0.106
C -5.67405 1.62837 5.19828 0.020
N -6.24595 0.97420 4.03570 -0.041
C -5.91395 1.27742 2.75091 0.071
C -6.68291 0.48087 1.85654 -0.112
C -6.67579 0.57984 0.46569 0.111
C -7.38785 -0.29142 -0.43445 -0.215
C -7.38312 -1.70670 -0.29638 -0.047
C -8.16884 -2.50870 -1.12285 -0.055
C -8.97607 -1.92505 -2.10808 -0.040
C -8.95359 -0.53516 -2.29710 -0.052
C -8.14484 0.26472 -1.49899 -0.006
C -7.53523 -0.35733 2.71288 -0.095
C -8.56656 -1.24633 2.46332 -0.003
C -9.20740 -1.88401 3.53741 -0.042
C -8.84547 -1.59531 4.86091 -0.046
C -7.85104 -0.63542 5.13866 0.014
C -7.21750 -0.03634 4.05549 -0.152
H -6.10906 1.19142 6.09911 0.090
H -4.58210 1.50153 5.22246 0.111
H -5.87469 2.70953 5.18723 0.113
H -5.19504 2.05835 2.50288 0.158
H -6.17101 1.45745 0.04558 0.145
H -6.78201 -2.15733 0.49825 0.131
H -8.16673 -3.59132 -0.98012 0.119
H -9.61409 -2.54993 -2.73112 0.117
H -9.56872 -0.07270 -3.07094 0.117
H -8.10531 1.34799 -1.63671 0.124
H -8.86734 -1.44324 1.43762 0.103
H -9.99459 -2.60992 3.32799 0.117
H -9.34897 -2.11468 5.67702 0.116
H -7.56896 -0.36417 6.15303 0.111
```

Its total energy is -39836.703 eV. The value obtained for the HOMO-LUMO gap is 4.4681 eV. As for the total charge: +1. For the highest occupied orbital energy, the calculation gives -9.46 eV. For the energy above the lowest of the compared OMol25 structures with the same formula, charge and spin, the calculation gives 0.0 kJ/mol.

---

(4)
Formula: C12H30NO4SSi
Source: the OMol25 dataset
Level of theory: the ωB97M-V functional and the def2-TZVPD basis

Geometry as XYZ:
```
49
Properties=species:S:1:pos:R:3:lowdin_charge:R:1
C -0.32631 1.49724 1.92203 -0.164
Si -1.53251 0.25212 2.67164 0.584
C -2.80166 -0.35949 1.42032 -0.166
C -2.49690 1.15920 4.01060 -0.171
C -0.65383 -1.23567 3.51598 -0.378
C 0.86080 -1.33909 3.24393 -0.200
C 1.28615 -2.17154 2.00547 -0.183
C 0.16104 -2.73566 1.15278 -0.247
O -0.38297 -3.98135 1.63392 -0.294
S -0.60442 -3.85938 3.27192 0.956
O -1.57745 -4.84223 3.61305 -0.351
O -1.43052 -2.43853 3.25060 -0.350
H -0.83255 2.46204 1.93561 0.031
H -0.12196 1.28986 0.87232 0.003
H 0.59683 1.62965 2.47678 0.027
H -2.37084 -0.85801 0.55547 0.012
H -3.39847 0.47355 1.05335 0.034
H -3.46092 -1.04129 1.94728 0.043
H -1.82587 1.48066 4.80504 0.035
H -3.25137 0.50377 4.43493 0.040
H -2.94099 2.05387 3.58194 0.032
H -0.75673 -1.03254 4.58169 0.112
H 1.30265 -0.35122 3.17473 0.087
H 1.32548 -1.79069 4.11644 0.105
H 1.87268 -1.52889 1.34933 0.105
H 1.96776 -2.95538 2.31557 0.115
H -0.63850 -2.01875 0.99136 0.087
H 0.57144 -2.97999 0.17592 0.121
C 1.80347 -0.02304 -2.66798 0.018
N 1.55890 1.15280 -3.57061 -0.366
C 2.38211 0.96247 -4.80585 0.012
C 1.99508 2.40269 -2.88290 0.022
C 0.11098 1.24812 -4.00914 -0.095
C -0.91125 1.51266 -2.92856 -0.216
O -0.90317 0.45476 -1.98410 -0.064
H 2.87887 -0.18262 -2.61889 0.113
H 1.42447 0.19786 -1.67949 0.095
H 1.31223 -0.89500 -3.08745 0.119
H 3.42811 0.90830 -4.51855 0.113
H 2.21888 1.80815 -5.46896 0.115
H 2.07496 0.03808 -5.28754 0.118
H 1.44513 2.50790 -1.95318 0.106
H 1.80306 3.24856 -3.53869 0.120
H 3.05816 2.32290 -2.67192 0.118
H -0.10640 0.30678 -4.51242 0.146
H 0.07193 2.05810 -4.73635 0.143
H -1.88859 1.56873 -3.41542 0.140
H -0.73033 2.47166 -2.43343 0.125
H -1.56670 0.64788 -1.30856 0.092
```

Its total energy is -41316.421 eV. The value obtained for the HOMO-LUMO gap is 8.6801 eV. As for the total charge: +1. For the highest occupied orbital energy, the calculation gives -11.46 eV.